1.
The following is a DFT calculation (wB97M-V/def2-TZVPD) of C16H30N2OP2RuS as an isolated structure at a distorted geometry.

Last column: Löwdin spin population.
CARTESIAN COORDINATES (ANGSTROEM)
1 Ru 0.136 0.076 0.392  2.2607
2 S 2.695 1.280 3.967  0.1352
3 P -1.620 1.663 0.711  0.0278
4 P 1.889 -1.543 -0.376  0.0168
5 O 1.327 1.492 -0.327  0.1824
6 N 0.845 0.125 2.174  0.0993
7 N -1.100 -1.087 -0.293  0.6690
8 C 2.102 2.674 0.076  0.0245
9 C -4.165 -3.782 -1.372  0.1317
10 C -3.598 -3.802 -0.097  -0.0107
11 C 3.330 -1.586 0.751  -0.0022
12 C 1.303 -3.284 -0.369  0.0025
13 C 3.472 2.502 0.795  0.0078
14 C -2.066 2.943 -0.545  0.0102
15 C -1.369 2.685 2.208  -0.0023
16 C 2.364 3.403 -1.253  -0.0004
17 C -3.265 0.894 1.013  0.0037
18 C -2.577 -2.916 0.254  0.1304
19 C 1.622 0.619 2.970  0.1070
20 C -3.691 -2.852 -2.299  -0.0120
21 C -2.059 -1.940 -0.662  0.0637
22 C 2.707 -1.443 -2.025  0.0066
23 C -2.669 -1.954 -1.969  0.1285
24 H -2.310 -1.229 -2.706  0.0061
25 H -1.183 3.558 -0.766  0.0000
26 H 1.444 3.270 0.750  0.0025
27 H 1.540 4.111 -1.456  0.0000
28 H 2.147 -3.983 -0.494  0.0001
29 H -4.142 -2.839 -3.306  -0.0034
30 H 3.685 3.389 1.401  0.0017
31 H -2.413 2.455 -1.465  0.0001
32 H 3.223 -0.477 -2.113  0.0001
33 H -2.874 3.597 -0.171  0.0013
34 H -3.663 0.478 0.077  0.0006
35 H -0.386 3.171 2.144  0.0000
36 H -3.972 -4.535 0.636  -0.0031
37 H -2.147 -2.943 1.262  0.0046
38 H 1.952 -1.532 -2.816  0.0001
39 H -4.962 -4.481 -1.640  0.0079
40 H 3.443 -2.258 -2.145  0.0008
41 H 4.073 -2.313 0.386  -0.0004
42 H 3.542 1.664 1.520  0.0012
43 H 2.978 -1.871 1.751  -0.0002
44 H 2.296 2.603 -1.999  -0.0002
45 H 0.585 -3.436 -1.188  0.0005
46 H 3.780 -0.583 0.792  -0.0002
47 H 4.277 2.453 0.051  0.0001
48 H -3.148 0.083 1.743  0.0000
49 H 0.805 -3.488 0.587  -0.0001
50 H -2.162 3.446 2.288  -0.0007
51 H -1.398 2.020 3.081  -0.0003
52 H -3.985 1.630 1.410  0.0005
53 H 3.363 3.875 -1.339  0.0000

Results
Total charge = 0
E = -1988.095456 Ha
2S+1 = 5
⟨S²⟩ = 6.072
Orbital gap (alpha / beta) = 6.698 / 6.209 eV

=====

2.
The following is a DFT calculation (wB97M-V/def2-TZVPD) of a 2-piece molecular cluster, C3H6O3 overall at a distorted geometry.

Last column: Löwdin charge in e.
CARTESIAN COORDINATES (ANGSTROEM)
1 O -1.160 1.201 0.745  -0.0596
2 O 1.137 1.588 -0.822  0.1449
3 O 0.707 -0.390 -1.964  0.1446
4 C -1.058 -0.150 0.400  -0.2823
5 C 0.411 -0.733 0.498  -0.0375
6 C 1.026 0.485 -1.243  -0.5657
7 H 0.792 -0.487 1.472  0.0808
8 H -1.554 -0.373 -0.561  0.1204
9 H -1.643 -0.696 1.165  0.1276
10 H 0.375 -1.793 0.224  0.0989
11 H -0.574 1.687 0.149  0.0605
12 H 1.540 -0.338 -0.065  0.1674

Results
Total charge = 0
Energy above the lowest of the compared OMol25 structures with the same formula, charge and spin = 2.499 eV
E = -343.562705 Ha
2S+1 = 1
Orbital gap = 11.142 eV
Structure (SMILES) = O=C=O.CCO